1.
Here is C26H25FeN5O7S2Te as an isolated structure from the OMol25 dataset. Energies are from ωB97M-V/def2-TZVPD.

Values from the calculation:
2S+1: 6
HOMO-LUMO gap (alpha / beta): 6.216 / 5.891 eV
relative energy (zero: lowest compared OMol25 entry of this formula, charge and spin): 0.0 kcal per mole
HOMO level (alpha / beta): -5.76 / -5.76 eV
net charge: -1

Last column: Mulliken spin population.
CARTESIAN COORDINATES (ANGSTROEM)
Fe -0.809 0.941 0.066  4.264
N 9.080 -2.128 1.008  0.000
C 7.996 -1.766 0.888  0.000
C 6.638 -1.307 0.738  0.000
C 5.588 -2.220 0.792  0.000
C 4.286 -1.771 0.661  -0.001
C 4.022 -0.417 0.465  -0.002
C 5.079 0.485 0.403  0.000
C 6.385 0.047 0.544  0.000
C 2.618 0.055 0.322  0.033
C 1.780 -0.082 1.464  0.007
C 2.193 -0.497 2.734  0.019
C 1.089 -0.401 3.578  0.011
C 0.049 0.062 2.784  0.005
N 0.437 0.254 1.504  0.070
C 2.248 0.638 -0.857  0.012
C 3.031 0.854 -2.042  0.012
C 2.247 1.556 -2.907  0.009
C 0.993 1.749 -2.244  -0.003
N 0.986 1.198 -1.054  0.049
H 5.795 -3.271 0.935  0.000
H 3.463 -2.472 0.699  0.000
H 4.870 1.536 0.253  0.000
H 7.207 0.748 0.502  0.000
H 3.190 -0.807 3.001  0.000
H 1.038 -0.632 4.629  0.002
H -0.958 0.279 3.098  -0.008
H 4.040 0.509 -2.202  0.000
H 2.499 1.899 -3.896  0.000
H 0.123 2.277 -2.614  0.001
C -1.810 2.815 4.256  -0.004
Te -2.216 3.065 2.175  0.106
C -1.252 4.936 2.110  -0.003
H -0.752 2.973 4.454  0.000
H -2.091 1.812 4.569  -0.001
H -2.405 3.538 4.810  0.006
H -2.012 5.702 2.232  0.006
H -0.798 5.022 1.128  0.000
H -0.511 4.981 2.904  0.000
N -2.403 -0.504 1.021  0.099
C -2.942 -1.524 0.169  -0.011
C -3.906 -1.170 -0.769  0.001
C -4.335 -2.104 -1.688  -0.004
C -3.807 -3.393 -1.692  0.008
C -2.889 -3.748 -0.721  -0.003
C -2.461 -2.818 0.224  0.008
S -4.276 -4.511 -3.006  -0.001
O -3.628 -5.767 -2.667  0.000
O -5.729 -4.535 -2.960  0.001
O -3.735 -3.849 -4.191  0.001
H -2.063 -0.854 1.906  -0.011
H -3.089 0.236 1.146  0.006
H -4.271 -0.150 -0.798  -0.003
H -5.074 -1.843 -2.436  0.000
H -2.500 -4.758 -0.727  0.000
H -1.714 -3.090 0.962  0.001
C -2.481 -0.409 -3.904  0.001
C -1.762 -0.380 -2.645  0.014
N -1.186 -0.395 -1.654  0.029
H -2.099 0.375 -4.555  0.000
H -3.534 -0.227 -3.700  0.000
H -2.371 -1.397 -4.353  0.001
O -3.015 4.100 -0.494  0.020
S -2.271 2.982 -1.034  -0.015
O -0.877 2.961 -0.375  0.152
O -2.788 1.673 -0.477  0.111
O -2.147 2.940 -2.474  0.006



2.
Here is one molecule with the formula C26H25N3O5S from the OMol25 dataset. Energies are from ωB97M-V/def2-TZVPD.

Values from the calculation:
SMILES string: CCN(CC)S(=O)(=O)c1cc(C(=O)Oc2cccc(-c3cnc4ccccc4n3)c2)ccc1OC
HOMO-LUMO gap: 8.461 eV
relative energy (zero: lowest compared OMol25 entry of this formula, charge and spin): 80.3 kcal per mole
HOMO level: -8.85 eV

Last column: natural (NBO) charge in e.
CARTESIAN COORDINATES (ANGSTROEM)
C 2.560 -3.541 2.298  -0.611
C 3.458 -2.717 1.379  -0.216
N 2.873 -2.569 0.067  -0.703
C 3.148 -3.560 -0.957  -0.214
C 1.858 -4.177 -1.483  -0.610
S 2.678 -0.996 -0.429  2.347
O 3.852 -0.214 -0.162  -0.942
O 2.185 -1.007 -1.774  -0.947
C 1.405 -0.428 0.707  -0.424
C 1.708 0.578 1.594  -0.123
C 0.742 1.051 2.478  -0.214
C 1.101 2.196 3.363  0.795
O 2.139 2.263 3.961  -0.536
O 0.203 3.197 3.504  -0.486
C -0.933 3.332 2.733  0.285
C -2.079 3.779 3.383  -0.247
C -3.251 3.942 2.667  -0.192
C -3.297 3.643 1.317  -0.232
C -2.147 3.212 0.661  0.020
C -2.163 2.825 -0.754  0.136
C -3.048 3.418 -1.692  0.017
N -3.114 3.030 -2.933  -0.357
C -2.282 2.042 -3.327  0.088
C -2.322 1.577 -4.655  -0.187
C -1.455 0.597 -5.054  -0.203
C -0.522 0.053 -4.154  -0.200
C -0.461 0.476 -2.855  -0.215
C -1.349 1.476 -2.409  0.175
N -1.326 1.878 -1.124  -0.406
C -0.954 3.087 1.369  -0.253
C -0.509 0.442 2.493  -0.147
C -0.815 -0.570 1.604  -0.269
C 0.132 -1.003 0.672  0.428
O -0.076 -1.952 -0.254  -0.500
C -1.381 -2.457 -0.432  -0.257
H 2.429 -4.544 1.900  0.202
H 3.006 -3.611 3.287  0.215
H 1.584 -3.070 2.386  0.208
H 4.450 -3.180 1.309  0.193
H 3.588 -1.712 1.786  0.219
H 3.680 -3.079 -1.783  0.210
H 3.796 -4.330 -0.530  0.200
H 2.086 -4.933 -2.230  0.206
H 1.298 -4.634 -0.671  0.200
H 1.256 -3.395 -1.933  0.226
H 2.698 1.008 1.572  0.265
H -2.034 3.987 4.440  0.231
H -4.140 4.287 3.172  0.220
H -4.230 3.726 0.781  0.217
H -3.698 4.235 -1.408  0.197
H -3.039 2.020 -5.329  0.225
H -1.477 0.239 -6.073  0.216
H 0.165 -0.707 -4.494  0.222
H 0.270 0.067 -2.175  0.253
H -0.067 2.785 0.837  0.246
H -1.256 0.753 3.209  0.228
H -1.797 -1.013 1.635  0.222
H -2.091 -1.654 -0.648  0.190
H -1.321 -3.125 -1.289  0.209
H -1.717 -3.022 0.443  0.180



3.
Here is C26H26Cl3CrN2O2SSeSi as an isolated structure from the OMol25 dataset. Energies are from ωB97M-V/def2-TZVPD.

Values from the calculation:
2S+1: 4
HOMO-LUMO gap (alpha / beta): 6.536 / 6.612 eV
relative energy (zero: lowest compared OMol25 entry of this formula, charge and spin): 0.0 kcal per mole
HOMO level (alpha / beta): -7.45 / -7.53 eV

Last column: Mulliken spin population.
CARTESIAN COORDINATES (ANGSTROEM)
Cr 0.222 -0.127 -0.096  3.192
Cl -4.389 5.274 1.355  0.000
C -3.458 3.805 1.207  0.005
C -3.580 2.802 2.191  0.004
C -2.860 1.646 2.100  0.004
C -1.964 1.410 1.026  -0.017
O -1.320 0.293 0.988  -0.048
C -1.856 2.429 0.041  0.035
C -1.039 2.301 -1.108  0.015
N -0.202 1.343 -1.347  -0.077
C 0.522 1.266 -2.569  0.032
C 0.268 1.965 -3.712  -0.008
C 1.087 1.793 -4.852  0.000
C 2.136 0.925 -4.843  0.000
C 2.408 0.162 -3.682  0.002
C 3.461 -0.774 -3.587  0.005
C 3.635 -1.474 -2.436  -0.002
C 2.740 -1.273 -1.366  0.016
N 1.757 -0.420 -1.420  -0.101
C 1.589 0.326 -2.558  -0.008
C -2.623 3.617 0.155  0.002
H -4.258 2.961 3.022  0.000
H -2.945 0.874 2.853  0.000
H -1.132 3.093 -1.848  -0.006
H -0.571 2.647 -3.765  0.001
H 0.866 2.363 -5.745  0.000
H 2.758 0.795 -5.721  0.000
H 4.116 -0.929 -4.438  0.000
H 4.437 -2.190 -2.324  0.000
H 2.834 -1.845 -0.453  -0.001
H -2.538 4.381 -0.610  0.000
Cl 0.451 -2.068 1.283  -0.006
C -0.958 -3.048 0.865  -0.009
C -1.377 -3.967 1.804  0.000
C -2.481 -4.750 1.520  0.000
C -3.135 -4.589 0.310  0.000
C -2.683 -3.657 -0.611  0.008
Cl -3.556 -3.514 -2.110  0.000
C -1.566 -2.838 -0.375  0.008
S -0.967 -1.690 -1.545  -0.044
H -0.848 -4.063 2.744  0.000
H -2.831 -5.479 2.241  0.000
H -4.006 -5.184 0.070  0.000
C -4.865 -0.192 -0.059  0.001
O -3.612 -0.223 -0.730  -0.002
H -5.337 -1.177 -0.035  0.000
H -5.561 0.521 -0.509  0.000
H -4.670 0.122 0.966  0.000
H -3.694 -0.700 -1.561  0.000
C 3.982 -1.035 1.992  0.002
Si 3.335 0.622 2.541  0.009
C 4.700 1.867 2.411  -0.003
C 2.752 0.508 4.294  0.002
Se 1.626 1.381 1.272  -0.009
H 4.741 -1.406 2.693  0.001
H 4.452 -0.949 1.008  0.000
H 3.185 -1.780 1.943  0.000
H 5.458 1.700 3.187  -0.001
H 4.301 2.878 2.529  0.001
H 5.184 1.806 1.432  0.001
H 3.595 0.379 4.986  0.000
H 2.066 -0.336 4.419  -0.001
H 2.215 1.422 4.566  0.001